# 1
The following is a quantum chemistry calculation of the molecule C29H31N5O5 at a distorted geometry, from the Open Molecules 2025 dataset.

Bonds (Å) are listed after each position.
CARTESIAN COORDINATES (ANGSTROEM)
1 C -4.540 2.532 3.261  H2 1.089, O3 1.407, H69 1.094, H70 1.094
2 H -5.015 3.411 3.694  C1 1.089
3 O -3.155 2.761 3.358  C1 1.407, C4 1.373
4 C -2.304 1.820 2.835  O3 1.373, C5 1.383, C9 1.407
5 C -2.675 0.611 2.275  C4 1.383, C6 1.387, H68 1.078
6 C -1.709 -0.247 1.772  C5 1.387, C7 1.385, H67 1.079
7 C -0.366 0.089 1.821  C6 1.385, C8 1.391, C13 1.507
8 C 0.011 1.300 2.391  C7 1.391, C9 1.382, H12 1.078
9 C -0.941 2.164 2.897  C4 1.407, C8 1.382, O10 1.357
10 O -0.557 3.344 3.445  C9 1.357, H11 0.967
11 H -1.355 3.821 3.715  O10 0.967
12 H 1.046 1.598 2.436  C8 1.078
13 C 0.651 -0.808 1.164  C7 1.507, N14 1.463, H49 1.099, C50 1.541
14 N 0.664 -0.557 -0.277  C13 1.463, C15 1.348, C33 1.421
15 C 0.918 -1.604 -1.087  N14 1.348, O16 1.215, C17 1.536
16 O 1.086 -2.733 -0.673  C15 1.215
17 C 0.940 -1.309 -2.594  C15 1.536, N18 1.433, H31 1.090, H32 1.093
18 N -0.189 -1.954 -3.197  C17 1.433, C19 1.361, N26 1.340
19 C -0.309 -3.240 -3.624  N18 1.361, C20 1.390, C24 1.417
20 C 0.565 -4.315 -3.724  C19 1.390, C21 1.375, H30 1.078
21 C 0.044 -5.481 -4.235  C20 1.375, C22 1.404, H29 1.080
22 C -1.297 -5.584 -4.638  C21 1.404, C23 1.374, H28 1.080
23 C -2.170 -4.528 -4.540  C22 1.374, C24 1.395, H27 1.078
24 C -1.667 -3.335 -4.021  C19 1.417, C23 1.395, N25 1.363
25 N -2.246 -2.124 -3.786  C24 1.363, N26 1.269
26 N -1.375 -1.340 -3.302  N18 1.340, N25 1.269
27 H -3.201 -4.602 -4.845  C23 1.078
28 H -1.644 -6.527 -5.033  C22 1.080
29 H 0.681 -6.347 -4.329  C21 1.080
30 H 1.591 -4.242 -3.398  C20 1.078
31 H 0.890 -0.240 -2.802  C17 1.090
32 H 1.856 -1.735 -3.011  C17 1.093
33 C 0.381 0.771 -0.695  N14 1.421, C34 1.390, C38 1.392
34 C 1.305 1.782 -0.453  C33 1.390, C35 1.381, H48 1.079
35 C 0.994 3.092 -0.757  C34 1.381, C36 1.394, H47 1.078
36 C -0.247 3.413 -1.305  C35 1.394, C37 1.396, C41 1.487
37 C -1.154 2.385 -1.567  C36 1.396, C38 1.379, H40 1.079
38 C -0.850 1.073 -1.269  C33 1.392, C37 1.379, H39 1.079
39 H -1.554 0.285 -1.488  C38 1.079
40 H -2.108 2.641 -2.004  C37 1.079
41 C -0.667 4.805 -1.615  C36 1.487, O42 1.211, C43 1.509
42 O -1.804 5.061 -1.943  C41 1.211
43 C 0.384 5.881 -1.499  C41 1.509, H44 1.087, H45 1.088, H46 1.087
44 H 1.249 5.634 -2.109  C43 1.087
45 H 0.702 5.975 -0.462  C43 1.088
46 H -0.036 6.828 -1.828  C43 1.087
47 H 1.722 3.860 -0.551  C35 1.078
48 H 2.261 1.524 -0.025  C34 1.079
49 H 0.368 -1.864 1.275  C13 1.099
50 C 2.064 -0.651 1.759  C13 1.541, O51 1.213, N52 1.343
51 O 3.011 -0.265 1.107  C50 1.213
52 N 2.103 -0.996 3.056  C50 1.343, H53 1.008, C54 1.466
53 H 1.242 -1.281 3.494  N52 1.008
54 C 3.287 -0.934 3.918  N52 1.466, C55 1.531, C59 1.527, C63 1.530
55 C 3.797 0.509 3.973  C54 1.531, H56 1.086, H57 1.088, H58 1.086
56 H 4.665 0.574 4.623  C55 1.086
57 H 3.022 1.170 4.356  C55 1.088
58 H 4.080 0.836 2.977  C55 1.086
59 C 2.856 -1.396 5.309  C54 1.527, H60 1.088, H61 1.088, H62 1.086
60 H 2.078 -0.746 5.704  C59 1.088
61 H 2.479 -2.416 5.273  C59 1.088
62 H 3.704 -1.369 5.988  C59 1.086
63 C 4.366 -1.861 3.356  C54 1.530, H64 1.086, H65 1.088, H66 1.086
64 H 5.252 -1.832 3.985  C63 1.086
65 H 3.999 -2.884 3.312  C63 1.088
66 H 4.635 -1.546 2.353  C63 1.086
67 H -2.014 -1.182 1.326  C6 1.079
68 H -3.713 0.326 2.216  C5 1.078
69 H -4.837 1.643 3.825  C1 1.094
70 H -4.852 2.426 2.218  C1 1.094

Values from the calculation:
**Net charge**: 0
**Total energy**: -1773.69816 Eh
**LUMO**: 0.0088 Eh
**SMILES string**: COc1ccc([C@H](C(=O)NC(C)(C)C)N(C(=O)Cn2nnc3ccccc32)c2ccc(C(C)=O)cc2)cc1O



# 2
The following is a quantum chemistry calculation of the molecule C5H8N2 at a distorted geometry, from the Open Molecules 2025 dataset.

Bonds (Å) are listed after each position.
CARTESIAN COORDINATES (ANGSTROEM)
1 C -0.061 -0.059 -1.790  C2 1.530, H8 1.094, H9 1.093, H10 1.105
2 C -0.690 -0.016 -0.396  C1 1.530, C3 1.657, C5 1.537, H11 1.068
3 C -0.458 -1.083 0.851  C2 1.657, N4 1.464, H12 1.086, H13 1.116
4 N -0.450 0.112 1.698  C3 1.464, C5 1.453, H14 1.010
5 C -0.060 0.974 0.597  C2 1.537, N4 1.453, C6 1.495, H15 1.097
6 C 1.421 0.949 0.396  C5 1.495, N7 1.158
7 N 2.572 0.890 0.285  C6 1.158
8 H 0.938 -0.496 -1.713  C1 1.094
9 H -0.649 -0.614 -2.525  C1 1.093
10 H 0.104 0.943 -2.226  C1 1.105
11 H -1.707 -0.307 -0.249  C2 1.068
12 H 0.465 -1.626 0.675  C3 1.086
13 H -1.234 -1.792 1.225  C3 1.116
14 H 0.170 0.099 2.495  N4 1.010
15 H -0.361 2.026 0.675  C5 1.097

Values from the calculation:
**Net charge**: 0
**Total energy**: -304.74690 Eh
**LUMO**: 0.0364 Eh
**SMILES string**: C[C@H]1CN[C@H]1C#N



> Which value of net charge does entry 1 give?

0